17
Properties=species:S:1:pos:R:3:mulliken_charge:R:1 method="wB97M-V/def2-TZVPD" e_lumo_ha="-0.243 / -0.265" e_tot_ev=-27237.1183 e_homo_ev="-14.578 / -14.441" charge=+1
C 1.27 0.32 1.00 0.6872
C 1.55 -2.12 -0.69 0.4143
C 0.82 1.63 1.59 -1.1791
C -0.53 -1.35 -1.57 -0.7555
C 1.91 -3.43 -1.40 0.6437
N 0.63 -0.02 -0.05 -0.9449
N 0.69 -1.14 -0.73 0.6422
F 3.12 -3.78 -1.10 -0.1883
F 0.99 -4.36 -1.11 -0.1920
F 1.81 -3.18 -2.69 -0.1948
S 2.61 -0.45 1.71 0.0196
H 0.63 2.25 0.78 0.3427
H -0.03 1.53 2.09 0.3688
H 1.59 2.03 2.32 0.3998
H -0.14 -2.16 -2.28 0.2949
H -1.53 -1.58 -1.03 0.2827
H -0.69 -0.55 -2.17 0.3587

---

13
Properties=species:S:1:pos:R:3:mulliken_charge:R:1 method="wB97M-V/def2-TZVPD" e_lumo_ha=0.001 e_tot_ev=-11856.6235 e_homo_ev=-8.973 charge=0
C -1.59 0.89 -0.02 -0.8987
C -0.88 -0.08 -0.59 0.5847
O -1.45 -1.08 -1.32 -0.5218
C 0.79 0.19 -0.91 0.6486
O 1.23 1.12 -1.47 -0.4132
C 1.03 -0.85 0.10 -0.2006
N 1.40 -0.64 1.32 -0.4345
O 1.29 0.75 1.62 -0.3836
H -1.09 1.73 0.42 0.2522
H -2.67 0.89 -0.08 0.3082
H -0.92 -1.89 -1.29 0.3280
H 1.20 -1.86 -0.28 0.3707
H 1.66 0.82 2.50 0.3600

---

Copy entry 2 word for word.
13
Properties=species:S:1:pos:R:3:mulliken_charge:R:1 method="wB97M-V/def2-TZVPD" e_lumo_ha=0.001 e_tot_ev=-11856.6235 e_homo_ev=-8.973 charge=0
C -1.59 0.89 -0.02 -0.8987
C -0.88 -0.08 -0.59 0.5847
O -1.45 -1.08 -1.32 -0.5218
C 0.79 0.19 -0.91 0.6486
O 1.23 1.12 -1.47 -0.4132
C 1.03 -0.85 0.10 -0.2006
N 1.40 -0.64 1.32 -0.4345
O 1.29 0.75 1.62 -0.3836
H -1.09 1.73 0.42 0.2522
H -2.67 0.89 -0.08 0.3082
H -0.92 -1.89 -1.29 0.3280
H 1.20 -1.86 -0.28 0.3707
H 1.66 0.82 2.50 0.3600